{
  "formula": "C27H30N4O4",
  "method": "the ωB97M-V functional and the def2-TZVPD basis",
  "smiles": "Cc1ccc(C)c(N(C(=O)CNC(=O)c2ccco2)[C@@H](C(=O)NC2CCCC2)c2cccnc2)c1",
  "e_above_lowest_kcal_mol": 29.6,
  "largest_force_ha_per_bohr": 0.0262,
  "charge": 0,
  "species": ["C", "C", "C", "C", "C", "C", "C", "N", "C", "O", "C", "N", "C", "O", "C", "C", "C", "C", "O", "C", "C", "O", "N", "C", "C", "C", "C", "C", "C", "C", "C", "C", "N", "C", "C", "H", "H", "H", "H", "H", "H", "H", "H", "H", "H", "H", "H", "H", "H", "H", "H", "H", "H", "H", "H", "H", "H", "H", "H", "H", "H", "H", "H", "H", "H"],
  "coordinates": [[-4.366, 2.413, -0.751], [-3.139, 2.083, 0.043], [-2.908, 2.680, 1.278], [-1.759, 2.405, 1.989], [-0.799, 1.517, 1.513], [0.434, 1.261, 2.320], [-1.048, 0.896, 0.293], [-0.103, -0.004, -0.284], [0.163, -1.236, 0.190], [1.087, -1.922, -0.232], [-0.734, -1.804, 1.284], [-2.120, -1.439, 1.213], [-2.746, -0.807, 2.238], [-2.196, -0.540, 3.290], [-4.144, -0.460, 1.960], [-5.051, 0.208, 2.740], [-6.233, 0.304, 1.976], [-5.962, -0.310, 0.790], [-4.706, -0.775, 0.767], [0.640, 0.531, -1.430], [2.029, 1.070, -1.007], [2.289, 2.254, -1.085], [2.867, 0.123, -0.578], [4.221, 0.383, -0.141], [4.420, -0.085, 1.308], [4.869, -1.535, 1.160], [5.851, -1.461, -0.007], [5.221, -0.449, -0.974], [0.721, -0.455, -2.570], [1.812, -0.485, -3.432], [1.817, -1.388, -4.482], [0.725, -2.226, -4.639], [-0.329, -2.191, -3.841], [-0.326, -1.332, -2.842], [-2.195, 1.195, -0.438], [-4.231, 3.367, -1.262], [-5.233, 2.503, -0.099], [-4.564, 1.651, -1.500], [-3.635, 3.372, 1.677], [-1.590, 2.885, 2.941], [1.172, 0.694, 1.759], [0.167, 0.709, 3.222], [0.881, 2.206, 2.624], [-0.373, -1.461, 2.260], [-0.612, -2.893, 1.238], [-2.641, -1.656, 0.379], [-4.876, 0.575, 3.729], [-7.156, 0.762, 2.266], [-6.562, -0.476, -0.084], [0.079, 1.410, -1.773], [2.534, -0.838, -0.540], [4.375, 1.459, -0.252], [3.511, 0.024, 1.897], [5.209, 0.505, 1.777], [5.326, -1.927, 2.067], [4.018, -2.165, 0.900], [6.013, -2.430, -0.477], [6.813, -1.091, 0.349], [5.976, 0.185, -1.437], [4.683, -0.964, -1.770], [2.639, 0.195, -3.289], [2.653, -1.437, -5.163], [0.681, -2.952, -5.440], [-1.214, -1.347, -2.222], [-2.347, 0.714, -1.395]],
  "forces_ev_per_a": [[0.023, 0.093, -0.005], [0.116, -0.135, -0.142], [0.151, 0.018, 0.064], [-0.140, 0.069, -0.110], [0.077, -0.126, -0.307], [-0.001, -0.019, 0.063], [-0.184, 0.520, 0.358], [-0.057, 0.297, -0.317], [-0.142, -0.361, 0.327], [-0.016, -0.202, 0.136], [0.086, -0.199, 0.201], [-0.020, -0.404, -0.171], [0.092, -0.264, -0.317], [-0.138, 0.097, 0.178], [-0.621, 0.616, 1.026], [0.754, -0.482, -0.348], [-0.016, -0.214, -0.525], [-0.654, 0.379, 0.351], [0.407, -0.250, -0.207], [0.258, 0.161, -0.173], [-0.461, -0.218, -0.078], [0.020, 0.433, -0.087], [0.231, -0.338, 0.198], [0.033, 0.398, 0.033], [-0.047, -0.057, -0.034], [0.173, 0.091, 0.088], [-0.013, -0.111, -0.011], [0.145, 0.031, -0.018], [0.006, -0.115, -0.347], [-0.246, -0.005, 0.036], [-0.076, 0.007, 0.033], [0.307, 0.023, -0.190], [-0.421, -0.320, -0.089], [0.143, 0.311, 0.138], [-0.033, 0.196, 0.119], [-0.062, 0.050, -0.071], [-0.083, -0.008, -0.013], [-0.067, -0.036, -0.065], [-0.096, 0.083, 0.064], [0.013, 0.059, 0.139], [0.109, -0.003, 0.027], [0.052, -0.068, 0.063], [0.086, 0.026, 0.012], [0.043, -0.088, -0.144], [0.088, 0.226, -0.001], [-0.043, 0.058, 0.086], [0.121, 0.062, 0.217], [-0.224, 0.072, -0.011], [0.011, -0.075, -0.158], [0.194, -0.170, 0.169], [-0.146, 0.185, -0.091], [-0.004, -0.176, 0.021], [-0.012, 0.109, 0.037], [0.062, 0.021, 0.052], [-0.058, -0.098, 0.039], [-0.074, -0.090, 0.020], [0.103, -0.028, -0.006], [0.053, -0.033, 0.019], [-0.006, 0.003, -0.090], [0.010, 0.043, -0.059], [0.097, 0.029, 0.013], [0.058, -0.022, -0.071], [0.094, -0.032, -0.098], [-0.031, 0.067, 0.146], [-0.027, -0.087, -0.119]]
}

{
  "formula": "C27H30N6O3",
  "method": "the ωB97M-V functional and the def2-TZVPD basis",
  "smiles": "COCCCNC(=O)/C(C#N)=C/c1c(N2CCN(c3ccccc3)CC2)nc2c(C)cccn2c1=O",
  "e_above_lowest_kcal_mol": 30.3,
  "largest_force_ha_per_bohr": 0.0270,
  "charge": 0,
  "species": ["C", "O", "C", "C", "C", "N", "C", "O", "C", "C", "N", "C", "C", "C", "N", "C", "C", "N", "C", "C", "C", "C", "C", "C", "C", "C", "N", "C", "C", "C", "C", "C", "C", "N", "C", "O", "H", "H", "H", "H", "H", "H", "H", "H", "H", "H", "H", "H", "H", "H", "H", "H", "H", "H", "H", "H", "H", "H", "H", "H", "H", "H", "H", "H", "H", "H"],
  "coordinates": [[-4.366, -4.648, 4.076], [-5.308, -3.856, 3.402], [-4.852, -3.411, 2.144], [-5.933, -2.532, 1.523], [-5.551, -2.070, 0.117], [-4.347, -1.275, 0.117], [-3.167, -1.745, -0.345], [-3.044, -2.815, -0.913], [-2.008, -0.829, -0.128], [-2.272, 0.486, 0.292], [-2.559, 1.574, 0.530], [-0.766, -1.267, -0.439], [0.463, -0.568, -0.158], [1.568, -0.499, -1.023], [1.508, -0.784, -2.356], [2.628, -0.371, -3.185], [2.266, 0.964, -3.891], [1.204, 1.632, -3.169], [1.479, 2.304, -1.979], [0.469, 2.673, -1.083], [0.751, 3.360, 0.081], [2.048, 3.728, 0.392], [3.055, 3.405, -0.498], [2.782, 2.706, -1.657], [-0.011, 0.863, -3.338], [0.276, -0.649, -3.107], [2.779, -0.137, -0.567], [2.918, 0.356, 0.634], [4.215, 0.760, 1.080], [5.371, 0.500, 0.174], [4.337, 1.382, 2.287], [3.201, 1.618, 3.090], [1.988, 1.192, 2.661], [1.851, 0.551, 1.472], [0.556, 0.036, 1.134], [-0.327, 0.107, 1.971], [-3.439, -4.091, 4.262], [-4.817, -4.931, 5.025], [-4.121, -5.551, 3.502], [-4.641, -4.271, 1.489], [-3.916, -2.844, 2.264], [-6.098, -1.669, 2.171], [-6.862, -3.101, 1.478], [-5.352, -2.933, -0.524], [-6.367, -1.482, -0.313], [-4.356, -0.412, 0.641], [-0.698, -2.270, -0.850], [2.825, -1.155, -3.922], [3.494, -0.253, -2.537], [3.139, 1.605, -3.990], [1.888, 0.770, -4.899], [-0.566, 2.432, -1.267], [-0.063, 3.598, 0.749], [2.268, 4.261, 1.305], [4.075, 3.694, -0.288], [3.608, 2.474, -2.309], [-0.780, 1.200, -2.648], [-0.381, 1.019, -4.357], [0.424, -1.167, -4.057], [-0.560, -1.115, -2.596], [5.253, 1.081, -0.739], [5.394, -0.550, -0.109], [6.307, 0.770, 0.653], [5.307, 1.705, 2.634], [3.295, 2.126, 4.035], [1.067, 1.308, 3.214]],
  "forces_ev_per_a": [[0.075, -0.034, 0.009], [-0.212, 0.159, -0.077], [-0.080, 0.087, -0.118], [0.369, -0.197, -0.006], [-0.270, -0.215, 0.072], [-0.021, 0.185, 0.128], [-0.188, 0.123, -0.058], [0.103, -0.231, -0.017], [0.751, -1.079, -0.445], [-0.049, 0.749, 0.072], [-0.113, 0.206, 0.070], [-0.552, 0.119, 0.251], [0.001, 0.184, 0.062], [0.176, -0.141, 0.497], [0.074, -0.189, 0.158], [0.397, -0.064, -0.138], [0.058, 0.031, 0.027], [-0.063, 0.009, -0.300], [0.059, 0.424, 0.160], [-0.172, -0.113, -0.104], [0.066, 0.063, 0.050], [0.031, 0.127, 0.129], [-0.003, 0.064, 0.034], [0.063, 0.010, -0.190], [-0.185, 0.006, -0.003], [-0.309, 0.076, -0.043], [0.077, -0.255, -0.261], [-0.222, 0.098, 0.082], [0.177, 0.144, 0.375], [-0.099, -0.009, 0.028], [-0.149, -0.231, -0.315], [-0.278, -0.055, -0.039], [0.102, 0.315, 0.654], [0.428, -0.113, -0.209], [-0.282, -0.193, -0.034], [0.241, 0.070, 0.101], [-0.019, -0.032, 0.015], [0.087, -0.051, 0.016], [0.002, 0.010, 0.039], [0.014, 0.071, 0.037], [-0.066, -0.085, -0.031], [-0.070, 0.028, 0.039], [-0.068, 0.018, 0.002], [-0.106, 0.133, 0.014], [0.072, -0.121, -0.022], [0.067, -0.021, -0.090], [-0.147, 0.025, -0.127], [0.026, 0.050, 0.014], [-0.062, -0.052, -0.233], [-0.015, -0.061, -0.075], [0.067, 0.045, 0.040], [-0.053, -0.039, -0.033], [-0.115, 0.020, 0.065], [0.011, 0.062, 0.074], [0.096, 0.019, -0.001], [0.058, -0.071, -0.077], [0.018, -0.019, -0.062], [-0.059, -0.051, 0.106], [-0.052, -0.006, 0.082], [0.052, -0.017, -0.239], [0.041, 0.023, -0.153], [0.076, -0.062, -0.076], [0.066, 0.022, 0.035], [0.133, 0.017, -0.015], [-0.082, 0.036, 0.094], [0.024, -0.024, -0.042]]
}

{
  "formula": "C27H30O6",
  "method": "the ωB97M-V functional and the def2-TZVPD basis",
  "smiles": "CC(C)=CCOc1ccc(/C=C/C(=O)c2ccc(OCC=C(C)C)cc2OCC(=O)O)cc1",
  "e_above_lowest_kcal_mol": 2.9,
  "largest_force_ha_per_bohr": 0.0164,
  "charge": 0,
  "species": ["C", "C", "C", "C", "C", "O", "C", "C", "C", "C", "C", "C", "C", "O", "C", "C", "C", "C", "O", "C", "C", "C", "C", "C", "C", "C", "O", "C", "C", "O", "O", "C", "C", "H", "H", "H", "H", "H", "H", "H", "H", "H", "H", "H", "H", "H", "H", "H", "H", "H", "H", "H", "H", "H", "H", "H", "H", "H", "H", "H", "H", "H", "H"],
  "coordinates": [[2.755, 7.280, 1.034], [3.496, 6.256, 0.228], [2.831, 5.876, -1.059], [4.637, 5.733, 0.662], [5.470, 4.693, -0.041], [4.739, 3.657, -0.676], [3.972, 2.831, 0.075], [3.843, 2.884, 1.460], [3.028, 1.980, 2.111], [2.314, 0.999, 1.418], [1.466, 0.089, 2.152], [0.653, -0.853, 1.648], [-0.152, -1.689, 2.545], [0.100, -1.797, 3.734], [-1.279, -2.451, 1.946], [-1.618, -3.666, 2.542], [-2.644, -4.447, 2.070], [-3.405, -4.005, 0.985], [-4.399, -4.829, 0.583], [-5.210, -4.464, -0.521], [-4.485, -4.278, -1.829], [-3.474, -5.010, -2.283], [-2.827, -4.705, -3.601], [-2.873, -6.164, -1.541], [-3.114, -2.776, 0.402], [-2.053, -2.005, 0.863], [-1.738, -0.789, 0.330], [-2.469, -0.299, -0.763], [-1.767, 0.951, -1.278], [-2.332, 1.953, -1.619], [-0.452, 0.785, -1.342], [2.458, 0.954, 0.026], [3.267, 1.851, -0.631], [1.740, 6.935, 1.232], [2.684, 8.214, 0.479], [3.249, 7.475, 1.982], [2.010, 5.186, -0.860], [3.523, 5.392, -1.742], [2.415, 6.760, -1.539], [5.049, 6.072, 1.603], [6.188, 4.258, 0.667], [6.038, 5.151, -0.860], [4.369, 3.629, 2.035], [2.937, 2.034, 3.186], [1.479, 0.199, 3.231], [0.557, -1.023, 0.590], [-1.033, -3.984, 3.392], [-2.887, -5.395, 2.522], [-5.772, -3.551, -0.281], [-5.928, -5.290, -0.600], [-4.866, -3.466, -2.435], [-2.944, -5.550, -4.279], [-1.759, -4.540, -3.461], [-3.262, -3.824, -4.066], [-3.570, -6.585, -0.823], [-2.568, -6.940, -2.241], [-1.987, -5.835, -0.997], [-3.719, -2.422, -0.415], [-2.491, -1.026, -1.590], [-3.498, -0.035, -0.486], [-0.007, 1.598, -1.631], [1.930, 0.204, -0.541], [3.383, 1.816, -1.703]],
  "forces_ev_per_a": [[0.143, -0.077, 0.035], [0.003, 0.087, 0.058], [0.186, -0.035, -0.033], [0.074, -0.063, -0.135], [0.185, 0.236, 0.047], [-0.120, -0.249, -0.103], [-0.179, -0.179, 0.126], [0.321, 0.282, -0.204], [-0.253, -0.363, -0.155], [0.375, 0.422, -0.192], [-0.545, -0.592, 0.110], [0.669, 0.496, 0.139], [0.005, -0.001, 0.276], [-0.067, -0.032, -0.148], [-0.236, -0.004, -0.052], [-0.010, 0.151, -0.176], [-0.207, -0.091, -0.166], [0.309, 0.073, 0.281], [0.158, -0.004, 0.224], [-0.230, 0.008, -0.222], [-0.078, -0.124, 0.087], [-0.028, 0.046, -0.116], [-0.135, 0.074, 0.076], [-0.163, -0.001, 0.061], [-0.271, 0.144, -0.295], [0.161, -0.267, 0.371], [-0.059, -0.109, 0.104], [-0.120, 0.051, -0.194], [-0.394, 0.101, 0.083], [-0.179, 0.032, -0.035], [0.740, -0.317, 0.051], [0.038, 0.052, 0.188], [0.114, 0.181, -0.072], [-0.124, 0.025, 0.036], [-0.067, 0.092, -0.034], [0.003, 0.038, 0.092], [-0.101, -0.055, -0.037], [-0.054, -0.037, -0.094], [-0.076, 0.056, -0.042], [-0.028, 0.089, 0.157], [-0.059, 0.033, -0.101], [-0.013, -0.122, 0.165], [0.041, 0.048, 0.034], [-0.021, -0.009, 0.105], [-0.049, -0.035, 0.081], [0.000, 0.068, -0.126], [0.042, -0.009, 0.073], [-0.030, -0.122, 0.060], [0.047, -0.117, 0.001], [0.047, 0.190, 0.055], [0.030, 0.109, -0.137], [0.053, -0.073, -0.082], [0.122, 0.008, -0.048], [0.001, 0.070, -0.063], [0.047, -0.087, 0.065], [0.060, -0.068, -0.039], [0.102, -0.024, 0.057], [-0.027, 0.051, -0.048], [-0.032, 0.068, 0.104], [0.211, -0.010, -0.072], [-0.320, 0.020, 0.020], [-0.035, -0.101, -0.072], [0.027, -0.021, -0.125]]
}